A structure of composition C41H55N11OsSbSi3 in a non-equilibrium geometry. Source: OMol25; level of theory: ωB97M-V/def2-TZVPD.

- charge = +3
- HOMO level (spin up / spin down) (Eh) = -0.5621 / -0.5735
- ΔE to the lowest compared entry with this formula, charge and spin (kcal/mol) = 138.7
- orbital gap (spin up / spin down) (eV) = 7.2 / 6.5
- multiplicity = 5

Geometry (Å):
Os: -0.0456 -1.1448 -0.0316
Sb: 0.8252 1.6641 -2.2643
Si: -0.8413 4.4067 -1.5382
Si: -1.9469 2.4954 -3.7701
Si: 3.3328 -0.1336 3.1143
N: 1.8595 -1.8041 -1.3896
N: -2.6427 -2.4773 3.4215
N: -1.5382 -1.8529 5.4427
N: 1.4691 0.6641 -0.0966
N: -1.8134 -2.2181 -0.2197
N: 0.8231 -2.5636 0.8016
N: -1.5560 0.6913 -0.2636
N: 0.4200 2.2276 1.3054
N: 2.6248 2.5134 0.9436
N: 4.0203 0.6856 0.2211
N: 4.8759 2.7647 0.6778
C: 4.0900 -1.5728 4.0112
C: -4.1672 -3.6304 -0.4362
C: 2.1093 -4.6588 0.5485
C: 3.5315 -0.3969 1.1795
C: -1.7170 -3.0919 5.9004
C: -3.7907 -2.7310 -1.4269
C: 3.8272 -2.9166 1.0822
C: -2.6216 -2.0305 -1.2867
C: 0.2091 4.6201 -0.0158
C: -3.6489 0.6366 0.9510
C: -1.1353 2.5225 -1.9758
C: 3.8090 2.0070 0.6329
C: -2.9750 3.9952 -4.1501
C: -3.1104 1.0407 -3.8983
C: -2.1823 -3.0892 0.7342
C: 4.2146 -2.0667 -2.9072
C: -3.7687 -4.7414 1.7538
C: -2.3696 -4.0668 5.1601
C: -1.9953 1.7666 -0.9825
C: 1.9115 -2.6180 -2.4050
C: 1.5218 -0.1058 3.5799
C: -2.4061 5.3360 -1.1793
C: 0.9233 -3.8169 0.5128
C: -2.3778 0.1948 0.7003
C: 3.0714 -1.2397 -0.8783
C: -3.3022 2.2380 -0.7777
C: 1.5183 1.7959 0.7308
C: -0.5514 2.4322 -5.0420
C: 3.3881 -4.2581 0.7029
C: 4.2129 -1.2214 -1.8448
C: -2.7993 -3.7248 3.8882
C: -2.0413 -1.6121 4.2347
C: 3.6306 -1.7394 0.5087
C: -4.1317 1.6770 0.1658
C: 3.0744 -2.8523 -3.1669
C: 0.1000 -0.1293 -3.2131
C: 0.1480 5.1000 -2.9603
C: -3.3733 -3.7961 0.6928
C: 4.2145 1.4090 3.6365
C: -3.4840 -4.7411 3.0549
C: 2.7539 0.0392 -0.0725
H: -3.8515 -5.5917 3.6207
H: -0.7949 0.1065 -3.7679
H: 0.8881 -0.5290 2.8069
H: 0.0428 -4.3215 0.0979
H: -2.5309 -5.0602 5.5613
H: -2.7652 0.1147 -3.4380
H: 0.4398 5.6893 0.0656
H: -1.9519 -0.5919 3.8699
H: 1.1670 4.0929 -0.0534
H: -3.3057 0.8368 -4.9585
H: -5.0915 -4.1894 -0.5319
H: 0.8654 -0.5049 -3.8867
H: 4.1568 -5.0282 0.6964
H: 4.3248 -2.8966 2.0462
H: -4.2428 0.1895 1.7373
H: -4.3924 -5.5567 1.3988
H: 5.0767 -2.1240 -3.5608
H: -2.1324 6.3913 -1.0602
H: -3.1665 5.2885 -1.9579
H: 0.4655 3.1028 1.8047
H: -1.3273 -3.3062 6.8893
H: -5.1358 2.0580 0.3115
H: -0.1350 -0.9057 -2.4951
H: -0.8700 3.0133 -5.9143
H: 3.4968 -2.4840 3.9073
H: 4.0951 -1.3115 5.0762
H: 5.7808 2.3754 0.4623
H: -4.4033 -2.5724 -2.3041
H: -0.3342 4.3439 0.8940
H: 1.1634 0.9008 3.8079
H: -2.3007 -1.3160 -2.0284
H: -4.0699 1.2972 -3.4403
H: 3.0481 -3.5546 -3.9893
H: 4.7987 3.7313 0.9554
H: 1.9176 -5.7099 0.3643
H: 5.2656 1.3899 3.3301
H: 3.7585 2.3354 3.2856
H: -0.3014 4.9409 -3.9439
H: -3.2657 3.9087 -5.2060
H: 0.2514 6.1830 -2.8264
H: -0.4702 1.8282 1.0503
H: 5.1285 -1.7780 3.7292
H: 5.0680 -0.6063 -1.6007
H: -3.9004 4.0381 -3.5687
H: 4.2044 1.4346 4.7320
H: 0.3874 2.9041 -4.7084
H: 0.9713 -3.0806 -2.7008
H: -2.8508 5.0125 -0.2344
H: -3.6471 3.0770 -1.3687
H: 1.1635 4.6879 -2.9787
H: -1.5185 -3.1982 1.5727
H: 1.3911 -0.7163 4.4793
H: -1.9682 -0.5944 1.3150
H: -2.4489 4.9454 -4.0386
H: -0.3208 1.4291 -5.4030

These are the Mulliken partial charges, in e, on atoms 1 to 99: Os 1.185; Sb 0.249; Si 0.048; Si 0.590; Si 0.120; N 0.859; N -0.335; N -0.531; N 0.061; N 0.482; N 0.089; N 0.603; N 0.408; N -0.684; N -1.111; N -0.152; C -1.440; C -0.634; C -0.885; C 0.007; C -0.288; C -1.025; C -0.664; C 0.346; C -0.795; C -1.383; C 1.843; C -0.291; C -1.344; C -0.970; C -0.163; C -0.767; C -1.060; C -0.692; C -1.859; C -0.306; C -0.664; C -1.186; C 0.332; C -1.273; C 1.527; C -0.814; C -0.277; C -1.201; C -1.011; C -1.466; C 1.013; C -0.292; C -0.385; C -1.387; C -1.479; C -0.341; C -0.911; C 0.166; C -1.127; C -0.724; C 1.310; H 0.378; H 0.400; H -0.350; H 0.410; H 0.427; H 0.177; H 0.560; H 0.561; H 0.187; H 0.525; H 0.545; H 0.709; H 0.519; H 0.640; H 0.718; H 0.424; H 0.548; H 0.494; H 0.386; H 0.749; H 0.440; H 0.533; H -0.613; H 0.493; H 0.397; H 0.439; H 0.301; H 0.559; H 0.145; H 0.413; H -0.266; H 0.335; H 0.548; H 0.325; H 0.427; H 0.356; H 0.359; H 0.304; H 0.482; H 0.486; H -0.102; H 0.418